Molecular formula: C4H4INS
Method: DFT, ωB97M-V/def2-TZVPD

CARTESIAN COORDINATES (ANGSTROEM)
I: -4.4510 -0.6811 -0.0764
S: -1.2363 2.2014 -0.0915
N: -0.2257 0.9166 -0.0356
C: 0.3233 0.3817 1.1100
C: 1.0414 -0.7888 -0.6679
C: 1.1080 -0.6663 0.7602
C: 0.2201 0.1900 -1.1194
H: 1.6772 -1.2929 1.4173
H: 1.5532 -1.5231 -1.2574
H: 0.0931 0.8081 2.0655
H: -0.1035 0.4543 -2.1047

Calculated values
M in g/mol: 225.05
Net charge: 0
Kohn-Sham gap (spin up / spin down) in eV: 3.73 / 3.72
Energy relative to the best compared isomer or geometry (same formula, charge and spin) in eV: 1.844
HOMO level (spin up / spin down) in eV: -7.961 / -7.955
LUMO level (spin up / spin down) in eV: -4.2 / -4.2
DFT total energy in hartree: -905.3296

Here are the Mulliken charges for atoms 1 to 5, given in e: -0.2966 0.0003 0.1216 -0.3029 -0.3729